74
Properties=species:S:1:pos:R:3:lowdin_charge:R:1 method="wB97M-V/def2-TZVPD" e_above_lowest_ev=0.128 max_force_ev_per_a=0.5 homo_lumo_gap_ev=7.33 charge=+1 e_lumo_ev=-3.130 e_tot_ev=-209888.043 homo_ev=-10.46
Br 3.910 1.917 -5.783 0.810
Br -0.245 4.838 -3.316 0.818
S -1.163 -0.905 2.137 0.630
Al -0.723 0.768 -0.596 0.065
O -0.551 2.187 -1.736 -0.057
O -0.752 0.376 2.647 -0.267
O -2.410 -1.439 2.604 -0.265
N -1.168 -0.805 0.505 -0.096
N -1.750 2.108 0.532 0.109
N 0.823 1.460 0.579 0.122
N 0.844 -0.001 -1.902 0.109
N -1.951 -0.201 -1.882 0.103
C 2.103 -3.799 3.445 -0.261
C 2.235 0.873 -3.693 -0.173
C -0.934 2.909 1.248 -0.120
C 2.456 -1.405 -2.956 -0.015
C 1.323 3.260 2.112 -0.113
C 0.100 -2.061 2.583 -0.281
C -2.925 -2.366 -2.342 -0.140
C 1.800 3.150 -4.370 -0.148
C 0.750 3.247 -3.434 -0.597
C -2.238 -1.474 -1.500 -0.128
C 0.451 2.547 1.294 -0.120
C 2.061 -3.359 2.125 -0.029
C -3.038 -0.588 -3.964 -0.015
C -2.782 -4.021 -0.620 -0.042
C -1.815 -1.842 -0.193 -0.231
C -3.040 2.377 0.496 -0.033
C 1.205 1.006 -2.743 -0.116
C 2.524 2.000 -4.503 -0.624
C 0.428 2.194 -2.610 -0.354
C 1.431 -1.170 -2.028 -0.083
C -3.321 -1.879 -3.606 0.026
C -0.462 4.771 2.750 0.008
C 0.118 -2.492 3.904 -0.038
C -1.395 4.007 1.969 -0.110
C 2.995 1.641 1.543 -0.001
C 2.869 -0.385 -3.771 0.001
C -2.104 -3.118 0.229 0.003
C 0.835 4.409 2.824 0.007
C 1.118 -3.351 4.324 -0.019
C -2.773 4.280 1.911 0.035
C 3.164 -4.760 3.902 -0.042
C -2.341 0.230 -3.066 -0.049
C 1.067 -2.495 1.694 -0.065
C 2.638 2.776 2.223 0.034
C -3.190 -3.674 -1.875 -0.026
C 2.056 1.015 0.718 -0.049
C -3.595 3.464 1.177 -0.002
H 2.813 -3.704 1.425 0.116
H -0.827 5.632 3.294 0.125
H -2.987 -5.015 -0.245 0.116
H 1.134 -3.683 5.355 0.120
H -3.663 1.707 -0.084 0.135
H -3.176 5.126 2.455 0.130
H 3.349 3.292 2.855 0.131
H 2.022 4.004 -4.994 0.103
H -4.659 3.639 1.120 0.119
H -0.648 -2.157 4.592 0.124
H 2.906 -2.386 -3.014 0.116
H -3.717 -4.372 -2.511 0.119
H 3.989 1.225 1.623 0.119
H 3.665 -0.535 -4.488 0.091
H 2.869 -5.787 3.680 0.090
H -1.841 -3.447 1.223 0.111
H -2.090 1.254 -3.314 0.129
H -3.854 -2.536 -4.281 0.129
H 4.111 -4.573 3.397 0.081
H 2.327 0.135 0.152 0.116
H 1.029 -2.167 0.666 0.075
H -3.336 -0.188 -4.923 0.116
H 1.087 -1.964 -1.378 0.112
H 1.531 4.971 3.433 0.125
H 3.326 -4.688 4.976 0.081

87
Properties=species:S:1:pos:R:3:lowdin_charge:R:1 method="wB97M-V/def2-TZVPD" max_force_ev_per_a=2.3 homo_lumo_gap_ev="3.94 / 5.48" charge=-2 e_lumo_ev="3.750 / 3.750" e_tot_ev=-276327.056 multiplicity=8 homo_ev="-0.19 / -1.73"
Eu 0.411 0.856 0.685 1.265
I -1.915 3.082 1.231 1.072
Br 6.403 -2.098 3.793 0.702
Br 2.169 -0.796 -1.370 0.896
S 2.799 3.110 1.891 0.603
S 1.011 2.399 3.631 0.566
S 0.561 -2.721 1.553 0.591
F 2.000 0.887 5.549 0.129
F 1.642 2.947 6.144 0.129
F -0.020 1.577 5.923 0.140
F 2.841 5.409 3.258 0.119
F 1.402 5.385 1.635 0.134
F 3.508 5.562 1.204 0.117
O 1.706 2.714 1.030 -0.470
O 0.305 3.644 3.586 -0.326
O 1.879 -2.429 1.027 -0.415
O 0.383 1.261 3.011 -0.444
O 0.536 -3.280 2.887 -0.321
O 4.142 2.953 1.440 -0.259
N -2.258 -2.480 1.944 0.118
N 2.779 0.071 1.827 -0.008
N 2.565 2.565 3.350 -0.271
N -0.268 -1.329 1.464 -0.201
N -1.514 -6.789 -2.295 0.077
N -2.143 -0.107 1.942 0.060
C 5.099 -0.532 1.809 -0.096
C -3.560 -2.402 2.158 -0.153
C -1.071 -4.849 0.811 -0.074
C 4.928 -1.231 2.987 -0.686
C -3.049 2.466 -0.508 -0.534
C 1.166 1.926 5.422 -0.657
C 3.987 0.098 1.272 -0.190
C 3.683 -1.302 3.574 -0.095
C -0.026 -4.955 -1.756 -0.035
C 2.641 -0.640 2.944 -0.173
C 0.582 3.497 -4.135 -0.089
C -1.550 -5.780 -0.093 -0.042
C -1.577 -1.328 1.798 -0.481
C -2.769 1.222 -1.137 -0.251
C -4.871 2.958 -1.987 -0.123
C 2.359 0.471 -5.327 -0.123
C 0.452 -4.026 -0.849 -0.077
C -4.707 1.744 -2.591 -0.070
C 1.958 0.271 -2.977 -0.528
C -1.047 -5.833 -1.394 -0.337
C -3.568 -0.424 -2.769 -0.087
C -1.604 -0.831 -1.439 -0.158
C -4.235 -1.202 2.266 -0.076
C -3.692 0.851 -2.171 -0.187
C 1.209 2.234 -4.125 -0.190
C 1.301 1.522 -2.882 -0.236
C 0.256 3.309 -1.754 -0.185
C -3.438 -0.066 2.168 -0.169
C -4.045 3.315 -0.903 -0.194
C 1.741 1.689 -5.318 -0.073
C 2.473 -0.256 -4.127 -0.168
C 2.607 4.981 2.011 -0.649
C 0.787 2.030 -1.637 -0.177
C 0.131 4.029 -2.959 -0.108
C -1.649 0.395 -0.785 -0.207
C -0.086 -3.951 0.425 -0.272
C -2.555 -1.260 -2.387 -0.102
H -0.798 -1.528 -1.212 0.041
H -4.078 -3.356 2.244 0.098
H -5.302 -1.141 2.424 0.081
H -0.099 3.827 -0.867 0.009
H 2.764 0.055 -6.243 0.085
H -3.863 0.930 2.273 0.073
H 6.058 -0.476 1.314 0.100
H -4.201 4.254 -0.389 0.069
H -4.291 -0.713 -3.527 0.088
H -2.434 -7.149 -2.115 0.074
H 2.964 -1.221 -4.110 0.080
H -0.335 5.011 -2.950 0.087
H -1.337 -6.596 -3.265 0.076
H 3.502 -1.870 4.474 0.108
H -2.467 -2.251 -2.826 0.086
H 4.082 0.646 0.346 0.086
H 0.475 4.027 -5.078 0.089
H 1.248 -3.351 -1.129 0.047
H -2.334 -6.470 0.202 0.100
H -5.638 3.646 -2.325 0.085
H 1.649 -0.706 3.366 0.093
H -5.348 1.438 -3.413 0.095
H 0.388 -4.999 -2.758 0.106
H 1.651 2.268 -6.233 0.095
H -1.445 -4.808 1.822 0.098

77
Properties=species:S:1:pos:R:3:nbo_charge:R:1 method="wB97M-V/def2-TZVPD" e_above_lowest_ev=4.019 max_force_ev_per_a=0.4 homo_lumo_gap_ev="6.59 / 5.83" charge=0 e_lumo_ev="-0.943 / -1.972" e_tot_ev=-136871.807 multiplicity=5 homo_ev="-7.53 / -7.80"
Co -0.058 0.358 -0.096 1.016
S 0.376 -1.713 0.805 0.087
S 0.846 1.372 3.918 1.890
S -0.587 -1.698 -6.847 0.444
S -3.603 1.081 4.442 0.527
O 1.936 2.325 3.869 -0.875
O 3.849 0.402 -1.370 -0.659
O 1.701 0.522 -0.897 -0.783
O -0.505 1.846 4.190 -0.928
N -2.015 0.247 0.406 -0.429
N -0.763 -0.280 -1.875 -0.466
N 0.360 1.440 1.375 -0.475
N -0.350 2.582 -0.451 -0.496
N 0.241 3.791 1.530 -0.390
N 1.902 -2.475 8.333 -0.797
C -6.092 0.688 4.850 -0.256
C -4.132 -0.472 -0.495 -0.070
C 2.338 -3.466 1.008 -0.181
C -5.859 0.353 3.495 -0.235
C -0.607 3.710 -1.082 0.086
C -0.460 4.937 -0.446 -0.300
C 3.595 -4.003 0.844 -0.222
C 0.093 2.654 0.834 0.407
C 1.541 -2.039 5.984 -0.264
C 1.429 -0.843 -5.540 -0.214
C -0.097 -0.486 -2.984 0.162
C 2.840 -0.054 -0.849 0.781
C -2.766 -0.230 -0.614 0.138
C -2.807 -0.947 -2.957 -0.092
C 1.896 -1.128 -6.849 -0.248
C -4.721 -0.223 0.754 -0.138
C -2.098 -0.488 -1.850 0.224
C 2.003 -2.192 0.501 -0.219
C -4.550 0.514 3.122 -0.274
C 1.452 0.689 6.512 -0.192
C 1.694 -0.204 7.536 -0.257
C 2.988 -1.439 -0.184 -0.154
C -2.584 0.478 1.569 0.073
C -4.849 -0.957 -1.644 -0.180
C -0.037 4.909 0.878 0.079
C -4.219 -1.176 -2.820 -0.167
C -4.954 1.097 5.478 -0.410
C 4.558 -3.265 0.168 -0.200
C -2.079 -1.156 -4.142 -0.127
C 1.246 0.213 5.222 -0.246
C 0.095 -1.102 -5.382 -0.240
C -0.721 -0.922 -4.176 -0.093
C 4.249 -2.010 -0.329 -0.117
C -3.962 0.250 1.804 0.008
C 0.911 -1.597 -7.661 -0.404
C 1.732 -1.581 7.288 0.177
C 1.294 -1.143 4.957 -0.205
H 1.139 -1.506 3.948 0.226
H 0.085 5.830 1.438 0.198
H 0.966 -0.292 -2.923 0.234
H -4.838 1.409 6.503 0.243
H 2.295 -2.106 9.182 0.381
H -2.603 -1.499 -5.026 0.221
H 3.823 -4.985 1.237 0.215
H 1.851 0.160 8.544 0.208
H 1.576 -3.102 5.779 0.208
H -0.938 3.639 -2.113 0.196
H 2.067 -0.458 -4.758 0.237
H 2.917 -0.986 -7.166 0.233
H 0.983 -1.892 -8.695 0.242
H -0.677 5.865 -0.953 0.224
H -1.936 0.882 2.344 0.251
H 1.425 1.753 6.705 0.231
H -6.637 0.008 2.830 0.215
H 2.235 -3.393 8.093 0.381
H -5.911 -1.143 -1.548 0.221
H 5.553 -3.668 0.026 0.213
H -7.057 0.630 5.331 0.226
H 1.569 -4.018 1.532 0.218
H -4.771 -1.536 -3.680 0.221
H 4.988 -1.420 -0.852 0.245
H -5.780 -0.408 0.879 0.216

76
Properties=species:S:1:pos:R:3:lowdin_charge:R:1 method="wB97M-V/def2-TZVPD" e_above_lowest_ev=0.000 max_force_ev_per_a=0.8 homo_lumo_gap_ev=4.89 charge=-2 e_lumo_ev=3.437 e_tot_ev=-220597.843 homo_ev=-1.46
Ba -3.538 -2.192 -0.324 1.268
Se -3.324 1.459 -1.038 0.258
Se 3.084 2.172 -3.164 0.258
S -6.410 -1.698 0.188 0.267
S -4.534 -2.394 2.474 0.285
P 2.740 0.978 -1.451 0.550
P -1.253 1.846 -0.874 0.530
F 1.241 -6.197 1.744 -0.015
N -0.864 -0.743 -1.155 -0.128
N 0.005 -1.723 -1.352 -0.053
N 1.225 -1.224 -1.464 -0.017
N -6.980 -2.664 5.268 0.097
N -9.672 -1.692 2.060 0.095
C 3.829 -1.293 -0.201 -0.111
C -0.524 4.436 -1.789 -0.102
C -0.892 -5.273 -1.061 -0.084
C -3.374 -4.940 -1.260 -0.309
C 2.266 3.238 0.066 -0.120
C -0.264 4.931 -4.129 -0.092
C -1.303 3.947 2.624 -0.081
C 0.074 2.008 2.981 -0.072
C 0.115 -5.923 1.005 -0.322
C -6.123 -2.072 1.860 -1.262
C -0.522 3.162 3.466 -0.087
C -2.199 -5.331 -0.511 -0.429
C -0.273 5.349 -2.806 -0.084
C -1.124 -6.007 1.600 -0.048
C 4.778 -2.289 -0.036 -0.076
C -1.492 3.573 1.302 -0.112
C 1.155 0.128 -1.330 -0.412
C -0.206 0.425 -1.134 -0.477
C 3.963 2.595 2.155 -0.086
C 0.246 -5.556 -0.317 -0.051
C -8.561 -1.876 2.326 -0.302
C -7.209 -2.120 2.747 -0.429
C -0.502 3.597 -4.438 -0.086
C -0.094 1.642 1.651 -0.076
C -0.743 2.683 -3.425 -0.105
C -0.871 2.426 0.803 -0.348
C -2.263 -5.722 0.852 -0.078
C 2.397 4.104 1.140 -0.080
C 5.959 -1.487 -1.972 -0.089
C 2.956 2.025 0.036 -0.333
C 5.008 -0.482 -2.134 -0.106
C -0.751 3.099 -2.092 -0.355
C 3.944 -0.379 -1.251 -0.356
C -7.050 -2.419 4.141 -0.306
C 3.243 3.779 2.193 -0.095
C 3.824 1.719 1.081 -0.071
C 5.846 -2.387 -0.923 -0.095
H -1.196 -6.291 2.645 0.106
H -0.063 5.645 -4.920 0.097
H -0.483 3.262 -5.469 0.105
H 0.667 1.382 3.638 0.108
H -4.320 -5.349 -0.892 0.008
H 4.674 -3.001 0.775 0.105
H 1.836 5.033 1.152 0.106
H 5.080 0.228 -2.950 0.042
H 1.236 -5.481 -0.756 0.106
H -0.922 1.640 -3.661 0.114
H -3.236 -5.781 1.328 0.101
H 4.644 2.347 2.961 0.098
H 2.981 -1.244 0.470 0.110
H 6.582 -3.175 -0.799 0.096
H -0.522 4.768 -0.757 0.088
H 3.341 4.449 3.040 0.099
H 1.646 3.509 -0.778 0.063
H -1.791 4.837 3.006 0.100
H 6.783 -1.567 -2.673 0.096
H -2.152 4.146 0.661 0.100
H -0.400 3.441 4.506 0.099
H 0.378 0.743 1.272 0.103
H -0.778 -4.960 -2.093 0.098
H -0.083 6.389 -2.562 0.099
H 4.399 0.804 1.065 0.092
H -3.282 -5.015 -2.346 -0.004

82
Properties=species:S:1:pos:R:3:lowdin_charge:R:1 method="wB97M-V/def2-TZVPD" e_above_lowest_ev=0.000 max_force_ev_per_a=3.2 homo_lumo_gap_ev="6.62 / 7.01" charge=+1 e_lumo_ev="-4.182 / -4.137" e_tot_ev=-267446.624 multiplicity=2 homo_ev="-10.81 / -11.14"
Mo -18.305 3.036 10.382 0.901
Se -17.814 0.398 10.027 0.730
Ge -21.509 0.912 9.810 0.697
Cl -22.568 4.880 13.730 0.722
Cl -21.143 3.543 16.283 0.740
Cl -21.188 4.697 11.049 0.729
Cl -16.742 2.909 13.315 0.739
Cl -18.288 2.693 16.204 0.719
S -20.024 2.373 9.001 0.310
S -16.020 3.198 9.869 0.707
F -12.642 7.900 9.167 0.138
F -15.955 5.614 11.532 0.115
F -12.941 6.169 7.172 0.147
F -14.512 4.109 7.290 0.118
F -14.191 7.747 11.355 0.151
O -18.558 4.830 7.817 -0.039
O -18.363 5.327 10.012 -0.017
N -15.489 -0.488 11.424 -0.096
N -15.078 0.141 9.344 -0.107
C -15.179 5.727 10.512 -0.281
C -16.132 -0.744 12.709 -0.004
C -20.332 4.083 12.422 -0.682
C -23.542 2.804 8.668 -0.111
C -22.787 1.438 12.401 -0.092
C -15.258 0.468 7.925 -0.016
C -14.532 4.963 8.299 -0.222
C -20.604 -1.241 7.941 -0.117
C -20.932 -3.288 9.771 -0.084
C -20.351 3.630 14.775 -0.692
C -21.038 4.085 13.640 -0.688
C -20.888 0.186 13.955 -0.093
C -14.357 6.826 10.418 -0.136
C -22.916 1.397 13.795 -0.084
C -23.043 1.449 8.770 -0.303
C -18.386 4.602 9.043 -0.771
C -13.627 6.989 9.248 -0.104
C -20.262 -2.563 7.586 -0.070
C -21.193 -1.948 10.120 -0.102
C -16.009 0.073 10.311 -0.693
C -25.161 2.139 6.991 -0.080
C -14.150 -0.741 11.145 -0.022
C -24.766 0.842 7.129 -0.071
C -13.688 6.035 8.251 -0.168
C -18.770 6.275 7.434 0.076
C -21.680 0.859 11.761 -0.300
C -19.038 3.125 14.728 -0.709
C -21.089 -0.898 9.213 -0.347
C -21.982 0.710 14.571 -0.108
C -20.545 -3.577 8.496 -0.103
C -15.292 4.753 9.504 -0.428
C -20.683 0.328 12.582 -0.137
C -19.084 3.557 12.304 -0.327
C -23.681 0.493 7.982 -0.083
C -18.406 3.229 13.477 -0.700
C -24.581 3.143 7.819 -0.071
C -13.905 -0.360 9.914 -0.020
H -19.797 -0.161 12.160 0.062
H -23.715 1.824 14.304 0.086
H -21.512 -1.769 11.176 0.107
H -13.038 -0.410 9.394 0.104
H -25.204 0.098 6.516 0.095
H -15.381 -0.587 13.509 0.116
H -19.269 6.236 6.461 0.106
H -25.860 2.450 6.215 0.110
H -23.576 1.919 11.813 0.110
H -25.077 4.126 7.909 0.114
H -23.114 3.504 9.337 0.040
H -23.323 -0.494 7.888 0.077
H -20.322 -0.463 7.220 0.106
H -16.495 -1.820 12.638 0.136
H -21.215 -4.065 10.428 0.093
H -13.464 -1.167 11.857 0.141
H -14.283 0.246 7.457 0.110
H -19.910 -2.854 6.622 0.095
H -16.025 -0.210 7.518 0.100
H -17.742 6.685 7.334 0.112
H -22.131 0.616 15.635 0.106
H -16.888 -0.057 12.815 0.010
H -19.365 6.687 8.244 0.098
H -20.474 -4.682 8.230 0.133
H -15.547 1.488 7.742 0.046
H -20.187 -0.383 14.619 0.128

76
Properties=species:S:1:pos:R:3:lowdin_charge:R:1 method="wB97M-V/def2-TZVPD" e_above_lowest_ev=0.067 max_force_ev_per_a=0.6 homo_lumo_gap_ev="6.56 / 6.35" charge=+2 e_lumo_ev="-6.962 / -7.356" e_tot_ev=-131653.946 multiplicity=2 homo_ev="-13.52 / -13.71"
Re -0.441 0.247 1.108 1.248
Cl -2.183 -5.111 0.158 0.748
Cl -2.590 0.871 -1.430 0.777
Cl -4.474 -1.182 -2.702 0.742
Cl -0.335 -3.082 1.517 0.733
Cl -4.272 -4.177 -1.931 0.767
S -0.546 -0.286 3.235 0.714
P 2.239 -1.255 -0.491 0.877
O 1.392 -0.416 0.500 -0.512
N -2.116 1.301 1.732 -0.164
N -0.213 2.142 0.289 -0.060
N -2.950 0.798 2.714 0.061
N -2.872 -0.557 4.570 0.138
C -1.257 3.001 0.439 -0.230
C -2.316 2.518 1.333 -0.184
C -0.538 -2.140 -3.285 -0.054
C 3.297 -2.340 0.438 -0.303
C 0.320 -1.458 -2.441 -0.102
C 4.204 0.753 -3.453 -0.048
C 0.862 3.687 -1.165 0.004
C 0.828 2.484 -0.487 -0.062
C -1.277 4.214 -0.217 0.040
C 4.315 -3.024 -0.229 -0.069
C 0.344 -4.238 -2.487 -0.049
C 3.966 -3.341 2.516 -0.050
C -5.550 4.997 2.501 -0.046
C -4.745 2.929 1.579 -0.020
C 4.978 1.635 -2.715 -0.046
C -1.635 -1.131 0.144 -0.339
C 4.075 0.748 -0.675 -0.086
C -3.186 4.629 2.303 -0.035
C 4.917 1.632 -1.325 -0.054
C 5.145 -3.875 0.481 -0.046
C -2.302 0.024 3.516 -0.711
C 3.279 -0.133 -1.417 -0.300
C 1.196 -2.166 -1.613 -0.299
C -0.523 -3.531 -3.308 -0.041
C 4.968 -4.033 1.850 -0.041
C -2.345 -3.448 -0.204 -0.708
C -4.245 5.434 2.689 -0.050
C 1.205 -3.559 -1.636 -0.062
C 3.353 -0.135 -2.808 -0.058
C -3.380 -1.679 -1.484 -0.718
C -3.434 3.372 1.751 -0.190
C -5.798 3.749 1.942 -0.046
C -1.531 -2.504 0.416 -0.673
C -0.207 4.558 -1.035 0.019
C -3.286 -3.031 -1.147 -0.702
C 3.124 -2.493 1.811 -0.083
C -2.553 -0.760 -0.850 -0.672
H 4.464 -2.889 -1.294 0.121
H -4.933 1.951 1.157 0.116
H 4.046 0.727 0.410 0.120
H 2.345 -1.944 2.325 0.084
H 4.268 0.747 -4.533 0.118
H -6.376 5.630 2.793 0.118
H -6.816 3.414 1.796 0.117
H -2.343 -1.130 5.203 0.109
H -0.213 5.502 -1.563 0.134
H 5.646 2.320 -3.222 0.119
H -1.190 -4.065 -3.972 0.123
H 5.539 2.306 -0.751 0.117
H -1.213 -1.592 -3.930 0.120
H -4.054 6.400 3.135 0.117
H 1.877 -4.113 -0.992 0.112
H 0.306 -0.371 -2.430 0.109
H 1.716 3.923 -1.783 0.128
H 2.765 -0.832 -3.390 0.109
H -2.126 4.871 -0.094 0.134
H 1.638 1.771 -0.555 0.090
H -2.168 4.968 2.458 0.124
H 0.352 -5.319 -2.507 0.121
H 3.842 -3.459 3.584 0.116
H -3.835 -0.352 4.789 0.130
H 5.622 -4.694 2.403 0.119
H 5.934 -4.409 -0.031 0.119

- The highest charge belongs to which entry?
  C37H26Cl5N4OPReS